1.
C21H31Cl5MgP2 as an isolated structure. Source: the Open Molecules 2025 dataset; level of theory: the ωB97M-V functional and the def2-TZVPD basis.

Geometry as XYZ:
```
60
C21H31Cl5MgP2 (the ωB97M-V functional and the def2-TZVPD basis)
P 0.151 -1.911 -1.764
P 1.817 -1.716 1.311
C 1.921 -2.278 -1.474
C 2.181 -2.859 -0.084
H 2.449 -1.317 -1.618
H 2.237 -2.960 -2.280
H 1.521 -3.727 0.073
H 3.228 -3.176 0.030
C 2.653 -0.098 1.060
H 2.543 0.502 1.986
H 2.199 0.472 0.228
H 3.725 -0.259 0.855
C 2.674 -2.471 2.709
H 3.745 -2.470 2.507
H 2.334 -3.502 2.860
H 2.473 -1.901 3.621
C 0.102 -2.192 -3.591
H -0.908 -2.119 -4.025
H 0.485 -3.201 -3.803
H 0.732 -1.461 -4.117
C -1.062 -3.181 -1.275
H -0.982 -3.436 -0.209
H -1.007 -4.080 -1.914
H -2.075 -2.733 -1.419
Mg -0.228 -1.322 2.205
C 1.018 2.455 -0.830
C 1.733 2.173 -1.937
C 1.274 1.937 -3.333
C -0.231 2.157 -3.654
C -1.123 0.982 -3.469
C -1.464 0.458 -2.284
C -0.722 0.681 -0.981
C -0.432 2.145 -0.618
C -2.177 -1.509 1.512
H 1.494 3.018 -0.014
H 2.821 2.227 -1.865
H 1.629 0.954 -3.702
H 1.802 2.690 -3.950
H -0.611 3.009 -3.089
H -0.292 2.417 -4.716
H -1.493 0.507 -4.390
H -2.124 -0.427 -2.209
H 0.268 0.148 -0.998
H -1.276 0.222 -0.143
H -1.145 2.811 -1.136
H -0.651 2.253 0.459
H -2.563 -2.132 2.341
H -2.366 -2.028 0.573
H -2.644 -0.513 1.569
Cl -3.207 3.004 1.041
C -2.511 2.605 2.575
C -1.822 1.432 2.797
C -1.365 1.091 4.028
Cl -0.303 -0.297 4.358
C -1.714 1.872 5.164
Cl -1.539 1.240 6.738
C -2.333 3.126 4.959
Cl -2.778 4.090 6.295
C -2.681 3.527 3.648
Cl -3.380 5.073 3.391
```

Values from the calculation:
**LUMO level**: -0.398 eV
**HOMO**: -7.148 eV
**ΔE to the lowest compared entry with this formula, charge and spin**: 307.06 kJ/mol
**Frontier orbital gap**: 6.7 eV
**E**: -4002.34306 a.u.
**Spin multiplicity**: 1
**Largest force on an atom**: 3.7 eV/Å

***

2.
C21H31ClN2O4S in the gas phase. Source: the Open Molecules 2025 dataset; level of theory: the ωB97M-V functional and the def2-TZVPD basis.

Geometry as XYZ:
```
60
C21H31ClN2O4S (the ωB97M-V functional and the def2-TZVPD basis)
C -1.934 2.066 -1.273
C -1.638 0.973 -0.294
C -2.642 0.203 0.258
C -2.354 -0.810 1.170
Cl -3.638 -1.751 1.813
C -1.042 -1.043 1.535
S -0.509 -2.330 2.688
O -1.581 -2.670 3.569
O 0.722 -1.862 3.253
N -0.157 -3.656 1.773
C -1.245 -4.470 1.294
C -1.777 -4.048 -0.081
C -1.032 -4.656 -1.273
C 0.496 -4.677 -1.149
C 1.098 -3.490 -0.394
C 1.123 -3.723 1.120
C -0.022 -0.277 0.993
C -0.303 0.727 0.080
O 0.632 1.522 -0.506
C 1.997 1.303 -0.215
C 2.872 2.295 -0.997
O 4.074 2.156 -1.051
N 2.184 3.292 -1.566
C 2.789 4.336 -2.365
C 2.466 5.716 -1.783
C 0.988 6.066 -1.941
C 0.570 5.988 -3.406
C 0.846 4.597 -3.969
C 2.324 4.243 -3.823
H -1.649 3.030 -0.852
H -2.991 2.090 -1.518
H -1.358 1.917 -2.185
H -3.670 0.379 -0.016
H -0.920 -5.515 1.274
H -2.030 -4.369 2.044
H -2.827 -4.335 -0.153
H -1.738 -2.960 -0.145
H -1.375 -5.682 -1.424
H -1.315 -4.089 -2.162
H 0.915 -4.713 -2.157
H 0.809 -5.593 -0.644
H 2.133 -3.357 -0.717
H 0.556 -2.572 -0.628
H 1.561 -4.710 1.318
H 1.744 -2.977 1.617
H 0.978 -0.483 1.336
H 2.306 0.288 -0.491
H 2.202 1.446 0.854
H 1.181 3.290 -1.472
H 3.868 4.156 -2.313
H 3.069 6.459 -2.307
H 2.747 5.737 -0.729
H 0.812 7.073 -1.559
H 0.376 5.382 -1.347
H -0.492 6.225 -3.504
H 1.132 6.727 -3.980
H 0.568 4.563 -5.024
H 0.232 3.861 -3.445
H 2.921 4.936 -4.419
H 2.509 3.234 -4.195
```

Values from the calculation:
**LUMO level**: 0.449 eV
**HOMO**: -8.910 eV
**ΔE to the lowest compared entry with this formula, charge and spin**: 12.34 kJ/mol
**Frontier orbital gap**: 9.4 eV
**E**: -2087.67877 a.u.
**Spin multiplicity**: 1
**SMILES**: Cc1cc(Cl)c(S(=O)(=O)N2CCCCCC2)cc1OCC(=O)NC1CCCCC1
**Largest force on an atom**: 1.1 eV/Å

***

3.
C21H31CrF3N2O4SSbSe as an isolated structure. Source: the Open Molecules 2025 dataset; level of theory: the ωB97M-V functional and the def2-TZVPD basis.

Geometry as XYZ:
```
65
C21H31CrF3N2O4SSbSe (the ωB97M-V functional and the def2-TZVPD basis)
Cr -0.241 -1.170 1.488
F 0.540 3.272 4.652
C -0.580 2.735 5.147
F -1.618 3.500 4.732
F -0.510 2.912 6.496
C -0.781 1.285 4.823
C -1.184 0.442 5.839
C -1.387 -0.907 5.567
C -1.144 -1.355 4.292
N -0.768 -0.560 3.281
C -0.618 0.787 3.503
S -0.295 1.744 2.135
H -1.334 0.836 6.835
H -1.710 -1.592 6.336
H -1.248 -2.406 4.043
O 0.298 -1.955 -0.301
Se 1.141 -3.123 0.582
O 0.129 -4.321 0.895
O 1.404 -2.224 1.964
O 2.489 -3.583 -0.131
N -1.994 -0.332 0.478
C -3.205 -1.076 0.442
C -3.201 -2.368 -0.079
C -4.374 -3.102 -0.108
C -5.557 -2.562 0.382
C -5.559 -1.277 0.903
C -4.389 -0.533 0.931
H -2.126 0.630 0.771
H -1.524 -0.320 -0.430
H -2.271 -2.796 -0.439
H -4.367 -4.105 -0.514
H -6.467 -3.149 0.380
H -6.478 -0.847 1.280
H -4.378 0.470 1.342
C 1.918 0.209 -4.721
C 1.122 -0.559 -3.672
C 1.667 -1.964 -3.440
Sb 0.884 0.469 -1.710
C 1.104 2.643 -2.224
C -0.145 3.004 -3.027
C 2.350 3.206 -2.897
C 2.863 0.020 -0.865
C 3.000 0.777 0.452
C 4.050 0.283 -1.783
H 1.994 -0.376 -5.646
H 2.932 0.424 -4.382
H 1.433 1.154 -4.969
H 0.090 -0.645 -4.025
H 2.715 -1.947 -3.138
H 1.588 -2.562 -4.354
H 1.117 -2.476 -2.651
H 1.012 3.104 -1.234
H -0.108 2.557 -4.025
H -0.235 4.089 -3.157
H -1.054 2.646 -2.537
H 2.549 2.724 -3.854
H 3.232 3.107 -2.265
H 2.213 4.278 -3.094
H 2.802 -1.049 -0.661
H 2.927 1.858 0.303
H 3.969 0.562 0.914
H 2.226 0.479 1.157
H 4.092 1.326 -2.095
H 4.022 -0.347 -2.672
H 4.979 0.058 -1.248
```

Values from the calculation:
**LUMO level (alpha / beta)**: 2.569 / 2.555 eV
**HOMO (alpha / beta)**: -5.079 / -5.141 eV
**Frontier orbital gap (alpha / beta)**: 7.6 / 7.7 eV
**Total charge**: -1
**E**: -5613.28672 a.u.
**Spin multiplicity**: 5
**Largest force on an atom**: 2.2 eV/Å

***

4.
C21H31CrF4N5Si as an isolated structure. Source: the Open Molecules 2025 dataset; level of theory: the ωB97M-V functional and the def2-TZVPD basis.

Geometry as XYZ:
```
63
C21H31CrF4N5Si (the ωB97M-V functional and the def2-TZVPD basis)
Cr -1.712 0.300 -0.238
N -3.508 0.220 1.029
C -4.898 0.538 0.582
C -5.006 1.877 -0.180
C -3.722 2.717 -0.288
N -2.598 2.053 -0.985
H -3.295 -0.751 1.243
H -3.250 0.827 1.811
H -5.564 0.536 1.434
H -5.175 -0.316 -0.074
H -5.765 2.470 0.358
H -5.466 1.668 -1.170
H -3.452 3.114 0.676
H -4.055 3.600 -0.920
H -1.929 2.789 -1.180
H -2.934 1.765 -1.912
C -0.505 2.815 2.378
Si 0.374 1.296 1.657
C 2.150 1.702 2.116
C 0.053 -0.044 2.920
N 0.027 0.970 -0.003
C 1.073 1.213 -0.900
C 1.679 2.478 -0.841
C 2.914 2.832 -1.345
C 3.645 1.756 -1.832
C 3.088 0.469 -1.954
C 1.774 0.211 -1.651
F 1.186 -1.003 -2.078
H -1.389 3.159 1.869
H 0.266 3.601 2.460
H -0.790 2.500 3.354
H 2.595 2.581 1.659
H 2.887 0.972 1.775
H 2.139 1.765 3.218
H -0.066 0.458 3.869
H 0.939 -0.695 3.114
H -0.908 -0.576 2.677
H 1.176 3.195 -0.183
H 3.192 3.857 -1.522
H 4.683 1.935 -2.140
H 3.635 -0.382 -2.328
F 5.257 -5.282 -0.662
C 4.604 -4.105 -0.880
F 4.545 -3.919 -2.256
F 5.404 -3.143 -0.355
C 3.226 -4.016 -0.205
C 3.132 -3.366 1.060
C 1.876 -2.867 1.421
C 0.766 -3.042 0.531
C 0.905 -3.872 -0.625
C 2.113 -4.340 -1.013
C -0.382 -2.268 0.592
C -1.292 -1.441 0.511
H 4.005 -3.138 1.596
H 1.668 -2.490 2.397
H 0.023 -4.136 -1.171
H 2.280 -4.866 -1.982
N -2.735 -0.566 -2.610
N -1.425 -0.520 -2.070
H -3.072 -1.546 -2.666
H -2.694 -0.138 -3.548
H -0.723 0.049 -2.597
H -0.973 -1.458 -1.942
```

Values from the calculation:
**LUMO level (alpha / beta)**: -0.266 / -0.319 eV
**HOMO (alpha / beta)**: -4.307 / -7.223 eV
**ΔE to the lowest compared entry with this formula, charge and spin**: 352.97 kJ/mol
**Frontier orbital gap (alpha / beta)**: 4.0 / 6.9 eV
**E**: -2825.84916 a.u.
**Spin multiplicity**: 5
**Largest force on an atom**: 3.2 eV/Å

***

5.
C21H31F5HgP2 as an isolated structure. Source: the Open Molecules 2025 dataset; level of theory: the ωB97M-V functional and the def2-TZVPD basis.

Geometry as XYZ:
```
60
C21H31F5HgP2 (the ωB97M-V functional and the def2-TZVPD basis)
P -0.124 -1.861 -3.114
P 0.283 1.284 -3.097
C -0.298 -0.954 -4.737
C 0.359 0.432 -4.742
H -1.378 -0.880 -4.932
H 0.146 -1.604 -5.504
H 1.424 0.361 -5.011
H -0.138 1.102 -5.458
C -1.415 1.976 -3.150
H -1.572 2.601 -2.260
H -2.166 1.174 -3.150
H -1.523 2.583 -4.058
C 1.325 2.765 -3.322
H 0.927 3.386 -4.140
H 2.356 2.455 -3.547
H 1.322 3.336 -2.381
C -1.105 -3.361 -3.489
H -1.102 -4.014 -2.606
H -0.668 -3.892 -4.349
H -2.142 -3.072 -3.714
C 1.579 -2.518 -3.355
H 2.323 -1.711 -3.340
H 1.625 -3.041 -4.320
H 1.811 -3.222 -2.545
Hg 0.186 -1.043 4.981
C 0.538 1.372 0.613
C -0.777 1.159 0.488
C -1.488 0.274 -0.473
C -1.854 -1.154 -0.030
C -0.693 -2.068 0.161
C 0.621 -1.828 0.056
C 1.304 -0.707 -0.643
C 1.687 0.495 0.248
C 0.513 -3.089 4.704
H 0.843 2.264 1.173
H -1.436 1.785 1.100
H -0.897 0.171 -1.388
H -2.407 0.769 -0.817
H -2.461 -1.089 0.889
H -2.526 -1.597 -0.793
H -0.982 -3.083 0.458
H 1.290 -2.594 0.467
H 0.679 -0.300 -1.460
H 2.215 -1.074 -1.142
H 2.189 0.125 1.158
H 2.445 1.093 -0.288
H 1.372 -3.412 5.307
H 0.710 -3.215 3.631
H -0.389 -3.637 5.000
F -2.441 0.656 5.712
C -1.324 1.437 5.777
C -0.061 0.897 5.575
C 1.053 1.655 5.908
F 2.292 1.083 5.960
C 0.923 3.002 6.247
F 2.013 3.747 6.517
C -0.343 3.581 6.298
F -0.475 4.893 6.571
C -1.472 2.784 6.109
F -2.698 3.326 6.244
```

Values from the calculation:
**LUMO level**: 0.326 eV
**HOMO**: -7.590 eV
**ΔE to the lowest compared entry with this formula, charge and spin**: 0.00 kJ/mol
**Frontier orbital gap**: 7.9 eV
**E**: -2154.09819 a.u.
**Spin multiplicity**: 1
**Largest force on an atom**: 1.3 eV/Å

***

6.
C21H31F5OP2Ti as an isolated structure. Source: the Open Molecules 2025 dataset; level of theory: the ωB97M-V functional and the def2-TZVPD basis.

Geometry as XYZ:
```
61
C21H31F5OP2Ti (the ωB97M-V functional and the def2-TZVPD basis)
P -0.611 1.564 -2.544
P -2.962 0.106 1.882
C -2.177 0.895 -1.658
C -2.505 1.110 -0.161
H -1.990 -0.164 -2.164
H -2.962 1.390 -2.237
H -1.630 1.546 0.313
H -3.357 1.808 -0.029
C -3.960 -1.414 1.612
H -4.014 -1.892 2.606
H -3.494 -2.175 0.920
H -4.979 -1.145 1.309
C -4.175 1.104 2.804
H -5.086 0.543 2.973
H -4.374 2.035 2.261
H -3.727 1.360 3.770
C -0.527 0.689 -4.134
H 0.482 0.861 -4.533
H -1.235 1.026 -4.903
H -0.648 -0.396 -4.010
C -0.979 3.281 -2.760
H -1.561 3.626 -1.902
H -1.556 3.501 -3.659
H -0.047 3.846 -2.799
Ti -2.964 -1.096 -0.976
C -4.927 -0.709 -1.419
C -4.644 -2.125 -1.535
C -4.793 -2.911 -2.821
C -4.418 -2.106 -4.068
C -3.407 -1.021 -3.819
C -3.764 0.301 -3.843
C -5.057 0.904 -3.443
C -5.801 0.052 -2.391
C 0.830 0.986 -1.631
H -5.040 -0.336 -0.394
H -4.730 -2.762 -0.629
H -5.803 -3.328 -2.982
H -4.127 -3.785 -2.776
H -4.018 -2.778 -4.840
H -5.313 -1.659 -4.516
H -2.413 -1.280 -4.204
H -3.137 0.989 -4.417
H -5.706 1.031 -4.327
H -4.917 1.936 -3.074
H -6.486 0.700 -1.828
H -6.427 -0.679 -2.912
H 0.821 1.458 -0.647
H 1.810 1.166 -2.113
H 0.721 -0.097 -1.484
F 2.952 -1.318 3.727
C 1.982 -1.269 2.814
C 0.947 -0.339 2.918
F 0.899 0.478 3.976
C 0.051 -0.202 1.853
F -0.235 1.155 1.612
C -0.194 -1.256 0.890
O -1.299 -1.510 0.191
C 0.970 -2.091 0.767
F 1.040 -2.932 -0.290
C 2.026 -2.062 1.667
F 3.133 -2.788 1.451
```

Values from the calculation:
**LUMO level (alpha / beta)**: -0.123 / -0.198 eV
**HOMO (alpha / beta)**: -4.459 / -6.128 eV
**ΔE to the lowest compared entry with this formula, charge and spin**: 416.19 kJ/mol
**Frontier orbital gap (alpha / beta)**: 4.3 / 5.9 eV
**E**: -2925.13576 a.u.
**Spin multiplicity**: 3
**Largest force on an atom**: 3.3 eV/Å

***

7.
C21H31F5P2SSn as an isolated structure. Source: the Open Molecules 2025 dataset; level of theory: the ωB97M-V functional and the def2-TZVPD basis.

Geometry as XYZ:
```
61
C21H31F5P2SSn (the ωB97M-V functional and the def2-TZVPD basis)
P -0.761 2.164 -1.168
P 2.238 0.717 -0.951
C 0.754 3.032 -1.771
C 1.947 2.111 -2.120
H 1.040 3.768 -1.001
H 0.486 3.626 -2.657
H 1.805 1.669 -3.121
H 2.870 2.714 -2.143
C 3.332 1.486 0.270
H 3.657 0.736 1.001
H 2.843 2.309 0.801
H 4.205 1.868 -0.271
C 3.289 -0.510 -1.749
H 4.189 -0.008 -2.131
H 2.751 -0.998 -2.572
H 3.575 -1.269 -1.006
C -1.896 3.255 -0.272
H -2.842 2.721 -0.097
H -2.098 4.165 -0.863
H -1.466 3.540 0.700
C -1.633 1.753 -2.720
H -1.071 1.022 -3.316
H -1.768 2.667 -3.318
H -2.623 1.330 -2.501
Sn -0.162 -0.074 -0.015
C 3.888 4.362 -4.161
C 4.120 4.820 -2.924
C 3.914 6.237 -2.471
C 2.761 7.026 -3.137
C 1.435 6.321 -3.199
C 1.017 5.489 -4.161
C 1.775 5.155 -5.413
C 3.320 5.143 -5.311
C -2.185 -0.694 0.580
H 4.173 3.334 -4.422
H 4.600 4.167 -2.182
H 4.839 6.819 -2.615
H 3.750 6.227 -1.384
H 2.602 7.919 -2.511
H 3.086 7.389 -4.122
H 0.757 6.583 -2.376
H 0.000 5.078 -4.117
H 1.500 5.855 -6.218
H 1.438 4.169 -5.765
H 3.681 4.646 -6.227
H 3.697 6.173 -5.346
H -2.122 -1.785 0.492
H -2.937 -0.279 -0.101
H -2.373 -0.401 1.621
F -0.820 -5.587 3.449
C -0.424 -4.312 3.267
C 0.571 -4.027 2.331
F 1.133 -5.032 1.619
C 0.932 -2.704 2.112
F 1.810 -2.412 1.095
C 0.349 -1.643 2.823
S 0.624 0.040 2.412
C -0.559 -1.979 3.847
F -1.108 -0.985 4.585
C -0.978 -3.293 4.036
F -1.951 -3.567 4.928
```

Values from the calculation:
**LUMO level**: -8.894 eV
**HOMO**: -13.883 eV
**ΔE to the lowest compared entry with this formula, charge and spin**: 4.82 kJ/mol
**Frontier orbital gap**: 5.0 eV
**Total charge**: +2
**E**: -2612.64464 a.u.
**Spin multiplicity**: 1
**Largest force on an atom**: 2.8 eV/Å

***

8.
C21H31MnN4O3PS4 as an isolated structure. Source: the Open Molecules 2025 dataset; level of theory: the ωB97M-V functional and the def2-TZVPD basis.

Geometry as XYZ:
```
65
C21H31MnN4O3PS4 (the ωB97M-V functional and the def2-TZVPD basis)
Mn 0.363 -0.258 0.741
N -1.408 2.374 3.639
C -0.647 1.796 2.680
S 0.137 0.301 3.014
N -0.559 2.455 1.532
N 0.291 1.794 0.717
C 0.792 2.302 -0.362
C 0.342 3.526 -1.048
C 0.166 3.466 -2.433
C -0.345 4.553 -3.123
C -0.681 5.713 -2.438
C -0.511 5.776 -1.062
C -0.011 4.687 -0.364
C 1.950 1.509 -0.817
C 2.920 2.012 -1.680
C 4.052 1.264 -1.935
C 4.190 0.023 -1.327
C 3.187 -0.412 -0.483
N 2.095 0.304 -0.214
H -1.677 1.830 4.437
H -1.966 3.167 3.371
H 0.388 2.548 -2.962
H -0.493 4.489 -4.193
H -1.081 6.565 -2.973
H -0.777 6.676 -0.523
H 0.102 4.727 0.708
H 2.785 2.986 -2.127
H 4.820 1.647 -2.594
H 5.055 -0.601 -1.498
H 3.245 -1.381 -0.007
C -3.352 2.538 -1.246
C -3.717 1.127 -1.644
O -2.514 0.439 -2.050
P -1.924 -0.757 -1.187
S -0.027 -1.005 -1.646
S -2.054 -0.461 0.767
O -2.889 -1.947 -1.651
C -2.660 -3.275 -1.162
C -3.847 -4.127 -1.545
H -4.247 3.109 -0.991
H -2.838 3.045 -2.064
H -2.690 2.522 -0.378
H -4.392 1.092 -2.500
H -4.184 0.594 -0.814
H -2.531 -3.231 -0.076
H -1.735 -3.651 -1.606
H -4.743 -3.801 -1.018
H -3.660 -5.172 -1.295
H -4.030 -4.059 -2.617
C 1.244 -5.058 0.236
C 1.443 -4.712 1.703
S 2.109 -3.047 1.843
O 1.039 -2.200 1.225
C 1.993 -2.823 3.644
C 3.346 -2.498 4.254
H 0.960 -6.105 0.136
H 2.160 -4.899 -0.335
H 0.465 -4.433 -0.198
H 2.157 -5.378 2.195
H 0.503 -4.723 2.258
H 1.540 -3.712 4.083
H 1.292 -1.994 3.753
H 4.066 -3.301 4.095
H 3.239 -2.350 5.328
H 3.754 -1.582 3.828
```

Values from the calculation:
**LUMO level (alpha / beta)**: 0.191 / 0.242 eV
**HOMO (alpha / beta)**: -6.980 / -6.566 eV
**Frontier orbital gap (alpha / beta)**: 7.2 / 6.8 eV
**E**: -4348.76181 a.u.
**Spin multiplicity**: 2
**Largest force on an atom**: 0.8 eV/Å

***

Question: Which value of largest force on an atom does entry 8 give?
Answer: 0.8 eV/Å